[1]
10
Properties=species:S:1:pos:R:3:forces:R:3 method="wB97M-V/def2-TZVPD" e_above_lowest_ev=3.817 total_energy_ev=-11810.40517 total_charge=-1 fmax_ev_per_a=5.03
C 0.5994 -0.2382 -1.9817 0.3 -0.8 -1.6
C 1.4267 0.5016 0.2837 -2.4 -1.6 -2.9
C -1.5836 -0.1924 1.1446 -3.4 2.2 -3.0
C 0.5575 -0.1507 -0.6377 -0.6 2.2 2.5
N 0.4594 -0.2788 -3.1339 0.1 0.0 -0.5
O 1.9247 1.4787 0.7093 1.2 1.0 1.4
O 1.3759 -0.8443 0.4440 1.6 -0.7 0.9
O -2.6384 -0.8293 0.9528 3.1 0.7 1.3
H -0.5822 -0.3411 1.4563 0.7 -2.1 1.2
H -1.5394 0.8945 0.7627 -0.6 -0.8 0.6

=====

[2]
146
Properties=species:S:1:pos:R:3:forces:R:3 method="wB97M-V/def2-TZVPD" e_above_lowest_ev=0.000 total_energy_ev=-82753.03752 total_charge=+1 fmax_ev_per_a=1.75
Ca -0.2143 2.7702 -0.1290 0.1 -1.7 -0.5
O -0.4746 -1.3747 -0.3994 -0.3 1.5 -0.4
C -0.6134 -0.0161 -0.3528 1.0 0.8 0.0
O -0.2470 0.6428 -1.3801 0.0 0.1 -0.2
O -0.9643 0.6024 0.6860 -0.1 -0.6 0.1
H -0.1629 -1.4968 -1.3234 -0.2 -0.3 0.6
C -1.3888 0.9478 6.1915 0.1 0.2 0.5
C -2.0972 0.4776 4.9528 -0.3 -0.5 -0.7
C -1.0189 0.6053 3.8441 -0.8 0.7 0.1
O 0.1231 1.1820 4.4362 0.6 -0.2 0.3
C -0.3095 1.8406 5.6026 0.2 0.5 0.7
H -0.9383 0.1118 6.7235 0.2 0.0 0.1
H -2.0484 1.4733 6.8837 0.1 0.0 0.0
H -2.9558 1.1195 4.7529 0.0 0.0 -0.2
H -2.4803 -0.5409 5.0107 0.0 0.0 0.1
H -1.3865 1.3265 3.1067 -0.1 -0.3 -0.4
H -0.7427 -0.3276 3.3695 0.0 -0.1 -0.2
H -0.6775 2.8495 5.3442 -0.2 -0.2 0.1
H 0.5165 1.9824 6.3021 0.2 -0.1 -0.3
C -2.3609 -0.1800 -4.5308 1.0 -0.4 0.4
C -3.7503 0.4413 -4.6347 0.0 0.3 0.1
C -4.5641 -0.3962 -3.6466 -0.4 0.5 0.0
O -3.9595 -1.6561 -3.6144 0.1 -0.4 -0.2
C -2.5599 -1.4134 -3.6309 -0.5 0.1 0.0
H -1.5819 0.4219 -4.0485 -0.3 0.4 -0.1
H -1.9317 -0.4926 -5.4809 -0.3 0.1 -0.2
H -4.1419 0.3674 -5.6460 0.0 -0.1 0.0
H -3.7656 1.4974 -4.3577 0.0 0.0 -0.1
H -5.6041 -0.5175 -3.9372 -0.1 0.0 0.0
H -4.5544 0.0812 -2.6482 0.1 -0.1 0.0
H -2.0622 -2.2881 -4.0394 0.0 -0.2 0.3
H -2.2737 -1.2194 -2.5866 0.4 0.0 -0.2
C 3.2723 3.0032 -3.0845 1.0 -0.1 -0.5
C 3.7334 4.2269 -2.2675 -0.6 0.2 0.0
C 2.9027 4.1350 -0.9821 0.1 0.4 -0.1
O 1.7768 3.2754 -1.3065 -0.1 0.0 0.5
C 2.3145 2.2571 -2.1868 0.5 -0.4 -0.2
H 4.0956 2.3459 -3.3747 0.0 0.0 0.2
H 2.8609 3.3128 -4.0469 -0.4 0.0 0.2
H 3.4556 5.1414 -2.7919 0.1 0.0 0.0
H 4.7983 4.2951 -2.0697 0.1 -0.3 0.1
H 2.5098 5.1132 -0.7011 -0.1 -0.1 0.1
H 3.4685 3.7406 -0.1332 -0.1 -0.2 -0.2
H 1.5496 1.7195 -2.7366 -0.3 0.2 0.2
H 2.8458 1.5283 -1.5629 0.0 0.1 -0.1
C -5.0921 -0.9821 2.6837 0.2 -0.3 -0.2
C -3.8612 -0.7799 1.8145 0.5 0.9 -0.8
C -4.1345 -1.6435 0.5982 -0.3 -0.2 -0.3
O -4.8737 -2.7552 1.0769 0.3 -0.1 0.0
C -5.5750 -2.3971 2.2672 0.2 0.6 -0.2
H -5.8334 -0.2249 2.4294 -0.1 -0.1 0.1
H -4.8454 -0.8813 3.7384 -0.2 -0.1 0.1
H -2.9046 -1.0274 2.2742 -0.1 -0.3 0.2
H -3.7450 0.2600 1.4789 0.0 -0.1 0.2
H -3.2403 -2.0000 0.0859 0.1 -0.1 0.2
H -4.7342 -1.1239 -0.1713 0.0 0.1 0.2
H -5.3158 -3.1453 3.0067 -0.3 -0.2 0.3
H -6.6397 -2.3719 2.0346 -0.1 -0.3 0.3
C 4.5963 -1.6229 -6.1274 -0.7 0.3 -0.7
C 4.2642 -0.3762 -5.3163 0.2 0.0 0.8
N 3.1701 -0.5166 -4.3576 -0.5 0.6 0.2
C 1.8961 -0.8118 -4.9855 -1.0 0.1 -0.6
C 1.3801 0.2551 -5.9671 1.3 0.5 0.0
C 3.3956 -1.4218 -3.2262 -0.5 0.4 -0.6
C 4.5732 -1.0498 -2.3612 0.6 -0.5 0.1
H 4.5523 -2.5357 -5.5413 0.3 0.0 0.2
H 5.5509 -1.5218 -6.6404 0.1 -0.1 0.2
H 3.8484 -1.7454 -6.9210 0.1 -0.1 0.1
H 5.1277 -0.0572 -4.7291 0.1 0.0 -0.1
H 4.0250 0.4742 -5.9532 0.0 -0.1 -0.2
H 1.0993 -0.8814 -4.2307 0.4 -0.2 0.2
H 1.9062 -1.7773 -5.5308 0.0 0.1 0.3
H 1.9882 0.2702 -6.8794 -0.3 -0.2 -0.1
H 1.5227 1.2647 -5.5515 -0.2 -0.2 0.2
H 0.3355 0.1185 -6.2233 -0.1 -0.2 0.0
H 2.4858 -1.3114 -2.6259 0.0 -0.4 0.0
H 3.4467 -2.4515 -3.6148 0.1 -0.1 0.5
H 4.4518 -0.1072 -1.8269 -0.1 0.1 -0.2
H 4.7399 -1.8214 -1.6049 -0.1 0.0 0.0
H 5.5010 -1.0116 -2.9353 0.0 0.1 0.0
C 2.8061 -1.3674 1.2496 -0.2 0.0 -0.1
C 2.3460 -0.0525 1.9088 -1.0 -0.8 -0.9
N 3.0413 0.3574 3.0807 0.1 0.9 0.3
C 4.4328 0.7457 2.8809 -0.2 -0.5 -1.0
C 4.6146 1.6191 1.6259 0.0 0.0 0.5
C 2.8838 -0.5979 4.1513 0.0 0.2 0.7
C 3.2118 0.0135 5.5145 0.0 -0.1 0.0
H 2.2939 -1.5365 0.2964 0.1 0.2 0.0
H 2.5077 -2.2172 1.8665 0.3 0.0 0.1
H 3.8845 -1.3941 1.0795 0.0 -0.1 0.0
H 2.3077 0.7398 1.1513 0.3 0.1 0.0
H 1.2902 -0.1997 2.1689 0.1 0.1 0.2
H 4.7891 1.2903 3.7489 0.0 -0.1 0.1
H 5.0247 -0.1844 2.7461 0.3 0.4 0.2
H 4.5980 1.0271 0.7096 0.0 0.0 0.0
H 3.8191 2.3707 1.5869 0.1 0.0 0.0
H 5.5701 2.1417 1.6824 0.0 0.0 -0.1
H 3.4978 -1.4935 3.9558 -0.1 -0.1 0.2
H 1.8258 -0.8702 4.2065 0.1 -0.2 -0.2
H 2.9886 -0.6929 6.3170 0.1 -0.1 -0.1
H 2.5765 0.8859 5.6737 0.1 0.0 -0.1
H 4.2549 0.3168 5.6207 0.0 -0.1 0.0
C -0.0505 -3.7727 2.1567 0.2 0.9 0.3
C -0.7202 -3.7211 3.5166 0.2 0.0 0.3
N -0.9149 -5.0477 4.1015 -0.1 0.5 0.2
C -1.4826 -6.0239 3.2007 0.8 -0.5 -0.6
C -2.8728 -5.7485 2.6543 -0.2 -1.1 0.0
C -1.6667 -4.9704 5.3417 0.0 0.1 0.2
C -0.9014 -4.2663 6.4577 0.0 -0.4 0.1
H 0.9591 -4.1716 2.2618 -0.2 -0.5 -0.2
H 0.1193 -2.7464 1.8089 -0.3 -0.1 -0.1
H -0.6661 -4.2938 1.4312 0.2 -0.1 -0.2
H -0.0464 -3.1641 4.1832 -0.2 -0.1 0.0
H -1.6605 -3.1271 3.4677 0.1 -0.2 -0.1
H -0.7797 -6.1671 2.3706 -0.1 0.3 0.0
H -1.4184 -7.0051 3.6819 -0.4 0.1 0.2
H -3.0282 -6.4110 1.7955 0.0 0.3 -0.1
H -3.6420 -6.0638 3.3642 0.0 0.4 0.1
H -3.0167 -4.7190 2.3538 -0.1 0.2 -0.1
H -1.8578 -5.9910 5.6815 0.0 0.0 -0.2
H -2.6558 -4.4889 5.1907 0.2 -0.1 0.1
H -1.2851 -4.6111 7.4200 0.0 0.2 0.0
H -0.9677 -3.1851 6.4228 0.0 0.2 0.0
H 0.1502 -4.5585 6.4151 0.0 0.1 0.0
C -3.4356 2.7285 -0.8237 0.2 0.4 0.0
C -2.6644 2.8680 -2.1307 -0.7 -0.5 -0.4
N -1.4111 3.6433 -2.0501 0.0 -0.5 -0.1
C -0.6695 3.4497 -3.3198 0.3 -0.1 -0.7
C -1.3232 3.9906 -4.5950 -0.5 -0.4 0.4
C -1.6680 5.0410 -1.7349 0.0 0.9 -0.1
C -0.3907 5.8513 -1.5327 0.0 -0.1 0.2
H -4.0639 3.5929 -0.6085 0.2 0.1 0.1
H -2.7557 2.5539 0.0226 -0.3 -0.1 0.1
H -4.1032 1.8705 -0.8646 0.1 -0.1 0.0
H -2.4353 1.8586 -2.4822 0.4 0.1 0.1
H -3.3310 3.2780 -2.9051 0.1 0.2 0.2
H 0.3308 3.8809 -3.2872 -0.1 0.1 0.5
H -0.5153 2.3736 -3.4250 -0.1 0.0 0.1
H -0.6487 3.8261 -5.4300 0.1 0.2 -0.1
H -2.2447 3.4530 -4.8265 0.0 0.1 0.0
H -1.5700 5.0463 -4.5050 0.1 0.1 -0.2
H -2.2570 5.1057 -0.8156 -0.1 -0.1 -0.1
H -2.2658 5.5249 -2.5154 -0.1 -0.1 0.0
H -0.6156 6.9144 -1.4907 -0.1 0.0 0.1
H 0.3183 5.6975 -2.3407 0.1 0.0 0.0
H 0.1046 5.5983 -0.5827 0.0 0.0 -0.1

=====

[3]
22
Properties=species:S:1:pos:R:3:forces:R:3 method="wB97M-V/def2-TZVPD" e_above_lowest_ev=2.547 smiles=CN(C)C[C@H](N)CO total_energy_ev=-10438.48126 fmax_ev_per_a=3.33
C -0.3760 0.7039 -1.9428 -0.2 -1.3 0.6
N -0.9664 -0.0293 -0.7834 0.7 -0.9 -1.6
C -2.0161 -0.9367 -1.2416 -2.5 1.3 -1.8
C -0.0015 -0.8553 -0.0438 -0.6 0.7 1.1
C 1.0010 0.0341 0.6792 0.2 -1.0 -0.4
N 1.9894 -0.8192 1.3511 0.1 0.2 -0.1
C 0.2908 0.9782 1.6168 -0.2 0.5 1.1
O 1.2604 1.8067 2.3053 -0.4 -0.4 -0.6
H 0.0517 1.6484 -1.6453 0.0 0.4 0.1
H 0.4009 0.0849 -2.3925 0.3 0.0 -0.2
H -1.1498 0.8174 -2.6967 0.0 0.4 0.1
H -2.3599 -0.7863 -2.3250 0.8 0.4 1.2
H -1.8592 -2.0023 -1.2883 0.6 -0.5 0.8
H -2.9427 -0.6635 -0.7045 0.3 -0.7 0.1
H 0.5236 -1.6849 -0.5729 -0.4 0.6 -0.1
H -0.6500 -1.2651 0.7511 0.5 -0.5 -0.2
H 1.5507 0.5636 -0.1145 0.0 0.3 0.3
H 2.5694 -0.2335 1.9388 0.1 0.0 0.0
H 1.5597 -1.4868 1.9818 -0.3 0.0 -0.1
H -0.4641 1.6161 1.1320 0.3 -0.3 -0.1
H -0.2288 0.3986 2.4147 0.3 0.3 -0.5
H 1.8168 2.1111 1.5804 0.2 0.4 0.3

=====

[4]
27
Properties=species:S:1:pos:R:3:forces:R:3 method="wB97M-V/def2-TZVPD" e_above_lowest_ev=0.571 smiles=Cc1c[nH]c2ccccc12.CC total_energy_ev=-13140.22031 fmax_ev_per_a=1.32
C 3.1431 -0.9821 -0.2040 -0.1 0.0 0.6
C 1.6561 -1.1837 -0.1287 0.6 -0.3 0.0
C 0.9642 -2.0101 -0.9567 -0.3 0.5 0.1
N -0.3941 -1.8561 -0.7330 -0.1 -0.8 0.7
C -0.5506 -1.0571 0.3782 -1.0 0.8 -0.2
C -1.7431 -0.5654 0.9527 0.3 -0.7 -0.3
C -1.6375 0.5490 1.7358 0.1 0.1 0.7
C -0.3939 1.1435 2.0019 0.6 0.5 -0.3
C 0.7867 0.5879 1.5659 -0.5 -0.7 0.1
C 0.6912 -0.5494 0.7402 0.8 0.3 -0.5
H 3.5793 -1.8273 -0.7209 0.2 -0.1 -0.3
H 3.6254 -0.9470 0.7822 -0.3 0.0 -0.1
H 3.4186 -0.0660 -0.7192 0.0 0.1 -0.1
H 1.2938 -2.6317 -1.7676 0.2 -0.1 -0.1
H -1.0726 -2.5602 -0.9712 0.0 0.0 -0.2
H -2.6722 -1.0924 0.7716 -0.1 0.3 0.0
H -2.4587 0.9673 2.3008 -0.4 -0.1 -0.4
H -0.3637 2.1337 2.4336 -0.1 -0.1 0.6
H 1.7507 0.9567 1.8782 0.1 0.3 -0.2
C -1.4662 3.0125 -2.0793 -0.2 -0.8 1.0
C -0.9137 1.5883 -1.8451 -0.4 -0.3 -0.9
H -1.5418 3.5338 -1.1233 0.4 0.3 -0.1
H -0.8314 3.5534 -2.7744 -0.3 0.3 0.0
H -2.5119 2.9494 -2.3755 0.1 0.2 -0.6
H -0.6630 1.3515 -0.8185 0.3 0.2 0.0
H -0.0923 1.3830 -2.5363 0.3 0.1 0.4
H -1.6394 0.8268 -2.1445 -0.2 0.1 0.1

=====

[5]
16
Properties=species:S:1:pos:R:3:forces:R:3 method="wB97M-V/def2-TZVPD" e_above_lowest_ev=5.904 total_energy_ev=-8863.30851 fmax_ev_per_a=6.07
C 0.5266 0.5644 -0.5541 1.1 -3.1 2.0
C -0.2813 -0.4191 -0.1894 0.4 -0.6 -0.5
C -3.1687 0.0730 -0.2138 1.7 -1.5 -1.4
C 2.0379 0.5903 -0.5106 1.0 2.2 5.6
C -0.0963 -1.8525 0.2511 1.3 0.1 1.4
N -3.0598 1.2562 0.3796 -2.5 -0.3 0.7
O -3.9432 -0.7735 -0.5840 0.6 2.0 1.3
H 0.1720 1.4074 -0.9531 -1.8 3.3 -1.5
H 2.5413 -0.0431 0.3615 -1.2 1.0 -2.1
H 2.3707 0.3619 -1.4297 1.6 -1.2 -3.1
H 2.4976 1.7014 -0.2934 -1.5 -2.5 -0.5
H -0.1103 -2.6085 -0.5985 -0.2 1.1 1.1
H 0.9753 -1.9995 0.8400 -2.5 0.4 -1.4
H -0.9187 -2.0366 0.9982 0.9 -0.4 -0.8
H -2.2084 1.7574 0.4749 0.8 -0.3 -0.1
H -3.8423 1.6113 0.9424 0.2 0.0 -0.4

=====

[6]
9
Properties=species:S:1:pos:R:3:forces:R:3 method="wB97M-V/def2-TZVPD" s2=2.02 e_above_lowest_ev=0.634 total_energy_ev=-8603.98562 fmax_ev_per_a=4.22 multiplicity=3
C -0.9526 -1.2905 0.4224 0.3 0.2 3.4
C -0.2128 -0.2367 0.8373 -2.8 -3.1 -0.7
C 0.9227 1.1859 -0.7287 2.1 0.9 -2.1
F 0.0085 0.3628 1.9678 0.2 -0.3 0.3
F 0.3190 0.6039 -1.7995 0.1 -0.4 0.7
H -1.4456 -2.0969 1.1051 1.0 1.7 -0.7
H -1.1553 -1.4786 -0.5901 0.3 0.1 -1.3
H 0.5545 2.2138 -0.6959 0.7 -0.2 0.6
H 1.9615 0.7363 -0.5183 -1.8 1.1 -0.2